1.
Computed, not measured: C8H10 as an isolated structure in a non-equilibrium geometry, with ωB97M-V/def2-TZVPD.

Computed properties:
Energy relative to the best compared isomer or geometry (same formula, charge and spin) ... 52.5 kcal per mole
Largest force on an atom ... 4.856 eV Å⁻¹
Molecular weight ... 106.17 Da
Kohn-Sham gap ... 9.849 eV
LUMO energy ... 1.1 eV

XYZ file:
```
18
Properties=species:S:1:pos:R:3:nbo_charge:R:1
H 3.091 1.052 -0.359 0.21
H -1.396 2.051 -0.204 0.21
H -3.325 0.429 0.973 0.23
H 3.140 -0.906 -0.587 0.22
C 0.723 -1.144 0.115 -0.19
H -3.091 0.745 -0.963 0.20
H -3.251 -1.254 -0.124 0.23
H 1.180 2.175 -0.027 0.21
C -2.838 -0.087 0.059 -0.61
C -0.712 1.230 0.131 -0.20
C -0.615 -1.166 0.082 -0.21
C 0.708 1.230 0.037 -0.21
H -1.124 -2.060 -0.221 0.20
C 2.895 -0.048 -0.003 -0.61
H 1.272 -2.128 -0.141 0.21
C 1.340 0.041 0.150 -0.03
H 3.333 -0.145 0.994 0.21
C -1.330 -0.016 0.090 -0.06
```


2.
Computed, not measured: a 2-piece molecular cluster, H4NS overall in a non-equilibrium geometry, with ωB97M-V/def2-TZVPD.

Computed properties:
Energy relative to the best compared isomer or geometry (same formula, charge and spin) ... 5.1 kcal per mole
Largest force on an atom ... 2.886 eV Å⁻¹
Molecular weight ... 50.11 Da
Net charge ... -1
Kohn-Sham gap ... 7.463 eV
LUMO energy ... 4.9 eV

XYZ file:
```
6
Properties=species:S:1:pos:R:3:nbo_charge:R:1
H 0.657 1.050 2.584 0.33
H 0.064 0.384 1.053 0.42
N -0.030 0.446 2.076 -1.13
S -0.037 -0.309 -1.185 -1.04
H 0.130 -0.554 2.464 0.34
H -0.054 0.947 -1.667 0.09
```


3.
Computed, not measured: the molecule C9H7NO in a non-equilibrium geometry, with ωB97M-V/def2-TZVPD.

Computed properties:
Energy relative to the best compared isomer or geometry (same formula, charge and spin) ... 25.9 kcal per mole
Largest force on an atom ... 6.556 eV Å⁻¹
Molecular weight ... 145.16 Da
Kohn-Sham gap ... 8.003 eV
SMILES string ... O=c1ccc2ccccc2[nH]1
LUMO energy ... -0.2 eV

XYZ file:
```
18
Properties=species:S:1:pos:R:3:nbo_charge:R:1
C -1.492 1.824 -0.740 -0.14
H 0.313 1.938 -1.936 0.22
N 1.558 -0.019 -0.844 -0.55
C 0.141 -1.488 1.132 -0.12
H 1.996 -2.680 1.277 0.23
C 0.320 0.335 -0.506 0.22
C 1.502 -1.756 0.843 -0.33
H 2.125 0.428 -1.544 0.42
C -0.206 1.451 -1.144 -0.26
H -3.357 1.383 0.324 0.23
C 2.240 -1.050 -0.091 0.59
C -2.310 1.060 0.098 -0.29
C -1.777 0.067 0.754 -0.11
H -1.776 2.776 -1.180 0.21
O 3.349 -1.180 -0.498 -0.62
H -0.133 -2.080 2.053 0.25
C -0.361 -0.403 0.473 -0.16
H -2.133 -0.605 1.526 0.21
```


4.
Computed, not measured: C11H22AsN2O6PdSSb as an isolated structure, with ωB97M-V/def2-TZVPD.

Computed properties:
Energy relative to the best compared isomer or geometry (same formula, charge and spin) ... 12.9 kcal per mole
Largest force on an atom ... 0.715 eV Å⁻¹
Molecular weight ... 613.47 Da
Net charge ... -2
Kohn-Sham gap ... 6.013 eV
LUMO energy ... 5.0 eV

XYZ file:
```
45
Properties=species:S:1:pos:R:3:nbo_charge:R:1
H 0.322 -4.871 0.515 0.19
N 0.390 -0.028 -3.173 -0.84
Pd -0.166 -0.001 0.135 -0.02
H -1.048 -2.516 -0.583 0.40
O -2.155 -1.298 2.181 -1.08
O 4.079 -0.375 1.220 -1.03
H -1.613 -0.379 -3.565 0.17
O 2.578 0.971 -0.137 -1.04
H 1.089 2.930 2.401 0.28
H 0.060 -2.719 -2.554 0.19
H 0.200 0.351 -2.241 0.38
C -2.515 3.597 0.389 -1.03
C 0.681 -3.850 0.588 -0.30
H 0.192 4.832 -0.736 0.19
H -2.594 -0.450 2.047 0.48
H 1.262 -0.536 -3.060 0.35
H -2.193 -1.479 -1.153 0.37
C 2.177 -2.116 -0.096 -0.19
H -0.646 -3.346 2.178 0.23
C -0.678 -0.950 -3.525 -0.22
H -0.515 3.367 2.982 0.24
C 0.178 3.470 2.149 -1.01
C 0.142 -2.995 1.524 -0.15
S 2.750 0.217 1.107 2.42
C 1.662 -1.231 0.877 -0.36
C 0.584 -1.661 1.683 -0.45
H -0.507 -1.325 -4.542 0.16
H -3.213 3.195 1.124 0.22
H -0.103 3.603 -1.997 0.21
H 2.127 -4.049 -1.006 0.19
H -2.952 3.505 -0.607 0.20
O -0.788 0.819 3.155 -1.20
C 0.312 3.779 -1.003 -1.03
N -1.237 -1.787 -1.259 -0.87
C -0.879 -2.161 -2.613 -0.23
H -1.619 -2.826 -3.094 0.14
Sb -0.646 2.499 0.445 1.19
O -0.511 -1.808 4.341 -1.20
H -2.324 4.649 0.607 0.20
O 2.290 0.896 2.301 -1.00
H 3.007 -1.758 -0.693 0.23
H 1.370 3.516 -1.020 0.24
As -0.620 -0.809 3.039 2.44
H 0.377 4.522 1.928 0.19
C 1.696 -3.393 -0.257 -0.26
```


5.
Computed, not measured: a 2-piece molecular cluster, C4H15N2O overall in a non-equilibrium geometry, with ωB97M-V/def2-TZVPD.

Computed properties:
Energy relative to the best compared isomer or geometry (same formula, charge and spin) ... 64.4 kcal per mole
Largest force on an atom ... 4.110 eV Å⁻¹
Molecular weight ... 107.18 Da
Net charge ... +1
Kohn-Sham gap ... 8.948 eV
LUMO energy ... -3.3 eV

XYZ file:
```
22
Properties=species:S:1:pos:R:3:nbo_charge:R:1
N -0.922 1.904 0.466 -0.70
H -2.870 -2.198 1.574 0.49
C 0.240 -1.317 -1.275 -0.42
O -2.068 -2.171 1.017 -0.97
H 1.663 1.811 -1.137 0.19
H -0.575 1.810 -0.483 0.45
N 0.677 0.006 -0.628 -0.52
C -0.431 0.729 1.325 -0.26
H -1.703 -3.097 1.051 0.49
H 0.957 -0.916 1.233 0.23
H 1.576 0.769 -2.579 0.23
H 1.762 0.778 0.978 0.22
H 0.093 -1.971 -0.405 0.20
H 0.976 -1.500 -2.144 0.22
H 2.699 0.092 -1.482 0.21
H -1.189 -0.118 1.324 0.27
H -0.525 2.797 0.782 0.44
H -0.798 -1.273 -1.645 0.21
C 0.853 0.099 0.777 -0.24
C 1.736 0.692 -1.463 -0.44
H -1.953 1.964 0.283 0.45
H -0.199 1.110 2.432 0.24
```


6.
Computed, not measured: the molecule C5H10O in a non-equilibrium geometry, with ωB97M-V/def2-TZVPD.

Computed properties:
Energy relative to the best compared isomer or geometry (same formula, charge and spin) ... 56.4 kcal per mole
Largest force on an atom ... 1.742 eV Å⁻¹
Molecular weight ... 86.13 Da
Kohn-Sham gap ... 8.733 eV
SMILES string ... C/C=C(\C)OC
LUMO energy ... 1.0 eV

XYZ file:
```
16
Properties=species:S:1:pos:R:3:nbo_charge:R:1
H -1.616 1.781 1.069 0.21
H -1.365 -2.049 -0.080 0.22
H 0.209 -2.812 -0.350 0.23
H -2.599 0.670 0.100 0.20
C 0.234 -0.627 -0.207 0.34
H 2.899 0.908 -0.105 0.20
O 1.516 -0.453 -0.634 -0.51
C -0.501 0.486 -0.189 -0.34
H -0.255 1.190 -0.975 0.20
H 1.418 1.863 -0.043 0.21
H -1.696 0.083 1.527 0.21
H -0.213 -2.189 1.250 0.22
C -0.296 -1.995 0.177 -0.67
H 1.996 1.355 -1.622 0.19
C -1.673 0.760 0.667 -0.64
C 1.943 1.029 -0.584 -0.28
```


7.
Computed, not measured: the molecule C2H2ClOP in a non-equilibrium geometry, with ωB97M-V/def2-TZVPD.

Computed properties:
Energy relative to the best compared isomer or geometry (same formula, charge and spin) ... 36.5 kcal per mole
Largest force on an atom ... 3.143 eV Å⁻¹
Molecular weight ... 108.46 Da
Kohn-Sham gap ... 6.123 eV
LUMO energy ... -0.7 eV

XYZ file:
```
7
Properties=species:S:1:pos:R:3:nbo_charge:R:1
Cl -2.548 0.306 0.506 -0.33
O 0.602 -2.147 -0.219 -0.36
H 0.555 0.339 1.051 0.29
P -1.217 1.349 -0.558 0.09
C 0.639 0.301 0.037 -0.85
H 1.217 0.874 -0.615 0.29
C 0.752 -1.022 -0.202 0.85
```


8.
Computed, not measured: a 2-piece molecular cluster, C4H12 overall in a non-equilibrium geometry, with ωB97M-V/def2-TZVPD.

Computed properties:
Energy relative to the best compared isomer or geometry (same formula, charge and spin) ... 6.2 kcal per mole
Largest force on an atom ... 1.595 eV Å⁻¹
Molecular weight ... 60.14 Da
Kohn-Sham gap ... 12.777 eV
SMILES string ... CC.CC
LUMO energy ... 1.2 eV

XYZ file:
```
16
Properties=species:S:1:pos:R:3:nbo_charge:R:1
H -2.043 0.941 -0.662 0.20
H 1.689 -0.038 2.552 0.21
H -0.255 -1.995 1.404 0.20
C 0.435 -1.179 1.186 -0.62
H 1.182 -1.634 3.150 0.21
H -0.928 -0.210 -2.481 0.20
H 2.427 -1.563 2.003 0.21
H -1.247 1.308 -3.262 0.20
H -1.381 2.475 -1.099 0.20
C 1.494 -1.073 2.273 -0.61
H -0.314 1.290 -0.367 0.20
H -0.248 -0.317 1.216 0.20
H 0.690 -1.308 0.131 0.21
C -0.710 0.856 -2.415 -0.61
C -1.139 1.414 -1.063 -0.61
H 0.348 1.034 -2.567 0.20
```